The following is a DFT calculation (ωB97M-V with the def2-TZVPD basis set) of 2 unconnected molecules or ions with the total composition C7H7NO2P at a distorted geometry.

Last column: Mulliken charge in e.
Geometry (Å):
C (-0.215, 1.570, 0.428)  -0.93
H (3.584, -1.178, -0.580)  0.12
H (2.307, -2.468, 0.581)  0.05
C (-1.107, -0.646, -0.025)  0.53
C (-4.434, 0.120, 0.082)  0.40
H (-2.401, 1.032, 0.120)  -0.12
N (-2.288, -1.326, -0.030)  0.00
C (0.158, -1.169, -0.039)  -0.15
H (0.189, -2.249, -0.020)  0.29
H (2.033, 1.627, 0.514)  0.37
H (-0.396, 2.648, 0.501)  0.37
O (-4.687, 0.381, 1.120)  -0.01
C (-1.298, 0.736, 0.222)  0.05
O (-2.501, -2.502, -0.261)  -0.40
H (-4.399, 0.052, -0.949)  0.46
C (1.087, 1.033, 0.412)  -0.33
C (1.262, -0.433, 0.190)  0.47
P (2.825, -1.058, 0.769)  -0.17

Atoms 1-3, force components in eV/Å:
0.7 0.7 -0.5
-1.0 0.4 1.7
0.9 1.4 0.5

Maximum force   4.4 eV/Å
Total charge   +1
Orbital gap   7.030 eV
HOMO   -12.63 eV
LUMO level   -5.60 eV

***

The following is a DFT calculation (ωB97M-V with the def2-TZVPD basis set) of 2 unconnected molecules or ions with the total composition CH8N3O at a distorted geometry.

Last column: Löwdin spin population.
Geometry (Å):
H (1.372, 1.497, 0.644)  0.03
N (0.036, 1.614, -1.598)  0.13
H (1.028, -0.140, 1.038)  0.01
C (-0.082, 0.679, -0.568)  0.49
H (-2.021, 0.204, -0.894)  0.04
H (-1.295, -0.639, 0.319)  0.01
H (0.455, -2.376, 2.539)  0.00
H (0.353, -2.914, 1.122)  0.00
H (0.822, 2.215, -1.710)  0.02
N (0.893, 0.632, 0.419)  0.13
O (0.186, -2.120, 1.650)  0.01
N (-1.154, -0.218, -0.582)  0.12
H (-0.592, 1.568, -2.377)  0.02

Atoms 1-3, force components in eV/Å:
-0.3 -0.2 0.3
-0.6 0.0 0.0
-0.2 -0.3 -0.1

Maximum force   1.1 eV/Å
Total charge   0
Orbital gap (spin up / spin down)   4.151 / 9.521 eV
HOMO (spin up / spin down)   -3.46 / -8.87 eV
LUMO level (spin up / spin down)   0.69 / 0.65 eV
Multiplicity   2

***

Result set for energy relative to the best compared isomer or geometry (same formula, charge and spin): 36.1; 1.5 kcal/mol, one per record in the order listed.
Result set for total energy: -817.04388; -282.32989 a.u., one per record in the order listed.